{"formula": "C6H13P", "method": "the ωB97M-V functional and the def2-TZVPD basis", "total_energy_ev": -15715.49564, "lumo_ev": [-0.11, -0.11], "homo_energy_ha": [-0.25585, -0.25567], "orbital_gap_ev": [6.851, 6.846], "e_above_lowest_kcal_mol": 126.7, "spin_multiplicity": 1, "fmax_ev_per_a": 4.9, "elements": ["P", "C", "C", "C", "C", "C", "C", "H", "H", "H", "H", "H", "H", "H", "H", "H", "H", "H", "H", "H"], "xyz": [[1.25573, 0.23759, 0.04225], [-0.46944, 1.21171, 0.12819], [2.57253, -1.49345, 0.30655], [-1.74586, 0.51083, -0.03876], [2.33701, 1.44791, -0.38674], [-1.95119, -0.37738, 1.16833], [-1.67629, -0.29719, -1.33099], [1.99892, -2.38325, 0.30094], [-1.96394, -1.40043, 0.73429], [-0.58869, 1.78266, 1.11992], [-0.93959, -1.06090, -1.20055], [-2.99541, -0.14018, 1.61096], [-1.08652, -0.15478, 1.86741], [3.44008, 1.22917, -0.49930], [3.04633, -1.26286, 1.20776], [-1.39515, 0.47180, -2.15769], [1.87216, 2.46247, -0.73810], [-2.57812, 1.32595, 0.03778], [3.39632, -1.39839, -0.53176], [-2.52887, -0.71127, -1.64050]], "forces_ev_per_a": [[0.227, 1.051, 0.188], [1.905, 1.282, 0.816], [0.388, 2.878, -3.122], [-0.697, 0.517, -0.234], [-0.464, 0.315, -0.958], [-1.477, -0.300, 1.000], [2.363, 4.219, -0.567], [-0.400, -0.758, -0.083], [0.145, 0.215, 1.095], [0.981, -0.805, -1.001], [0.713, -0.450, -0.168], [1.810, -0.746, -0.200], [-1.576, -0.913, -0.385], [-1.442, 0.469, 0.232], [0.507, 0.093, 1.624], [-0.081, -1.599, 1.179], [1.197, -2.091, 0.883], [1.469, -1.153, -0.799], [-1.971, -0.400, 1.444], [-3.599, -1.826, -0.943]]}

=====

{"formula": "C4H14NO3", "method": "the ωB97M-V functional and the def2-TZVPD basis", "total_energy_ev": -12004.51965, "lumo_ev": [0.71, -3.57], "homo_energy_ha": [-0.35796, -0.34626], "orbital_gap_ev": [10.455, 5.853], "e_above_lowest_kcal_mol": 45.8, "spin_multiplicity": 2, "fmax_ev_per_a": 0.9, "elements": ["O", "O", "O", "N", "C", "C", "C", "C", "H", "H", "H", "H", "H", "H", "H", "H", "H", "H", "H", "H", "H", "H"], "xyz": [[0.69891, 1.95392, 1.70687], [0.47078, -0.32446, 2.09352], [-0.29253, 3.20580, -0.78748], [-0.94638, -1.45174, 0.54784], [-0.79187, -0.91600, 1.88423], [-0.13238, -1.08638, -1.75525], [-0.83845, -0.48938, -0.54592], [1.38026, -1.04679, -1.56823], [-0.22951, -2.15673, 0.49293], [1.94575, -1.45950, -2.39835], [-1.63039, -0.25612, 2.14324], [-0.80862, -1.76646, 2.57316], [-1.82556, -0.09752, -0.73740], [-0.50694, -2.10896, -1.87173], [-0.42061, -0.55443, -2.65945], [1.69278, -1.54495, -0.65112], [-0.08332, 2.74235, 0.04036], [0.01068, 2.37076, 2.24983], [0.52762, 0.68258, 1.72678], [-0.25925, 0.38393, -0.23964], [0.34915, 3.92601, -0.78072], [1.68986, -0.00593, -1.46349]], "forces_ev_per_a": [[-0.394, -0.111, 0.013], [-0.222, -0.050, 0.211], [0.198, 0.095, 0.326], [0.349, 0.184, 0.857], [-0.354, -0.427, -0.295], [-0.301, -0.340, 0.101], [0.278, 0.337, 0.258], [-0.004, 0.336, 0.099], [0.182, -0.286, -0.478], [-0.091, -0.200, -0.114], [0.283, 0.154, -0.079], [-0.165, 0.104, 0.051], [-0.457, -0.073, -0.426], [0.134, -0.034, -0.124], [0.018, 0.135, -0.018], [0.009, -0.152, 0.022], [-0.005, -0.136, -0.191], [0.112, -0.104, 0.120], [0.361, 0.421, -0.203], [0.141, 0.105, 0.078], [-0.118, -0.016, -0.192], [0.047, 0.059, -0.016]]}